A.
DFT (ωB97M-V/def2-TZVPD) results for a gas-phase ion, C4H4N (charge +1).

Each line ends with the Löwdin charge.
CARTESIAN COORDINATES (ANGSTROEM)
N: 0.405 0.808 -0.406  0.1201
C: -0.963 0.703 0.440  0.0219
C: 0.948 -0.458 -0.418  -0.1491
C: -2.053 0.423 0.801  0.1779
C: 1.175 -1.610 -0.464  0.2373
H: 1.124 1.272 0.186  0.2047
H: 1.804 -2.425 -0.327  0.0647
H: 0.149 1.332 -1.354  0.2685
H: -2.590 -0.044 1.541  0.0541

**Molecular weight**: 66.08 g/mol
**Charge**: +1
**LUMO**: -4.932 eV
**Structure (SMILES)**: C#C[NH2+]C#C
**HOMO-LUMO gap**: 11.1762 eV

---

B.
DFT (ωB97M-V/def2-TZVPD) results for a gas-phase ion, C4H4N (charge +1).

Each line ends with the Löwdin charge.
CARTESIAN COORDINATES (ANGSTROEM)
N: -1.161 0.786 -0.484  0.2483
C: 0.024 -0.036 0.171  -0.1066
C: -1.886 1.327 -1.159  0.3025
C: 1.295 -0.333 0.933  -0.0303
C: 0.444 -1.287 0.067  0.1111
H: -2.420 1.783 -1.903  0.1130
H: 0.308 -2.264 -0.291  0.1094
H: 2.274 0.255 0.630  0.1450
H: 1.122 -0.231 2.034  0.1074

**Molecular weight**: 66.08 g/mol
**Charge**: +1
**LUMO**: -5.255 eV
**Structure (SMILES)**: C#[N+]C1=CC1
**HOMO-LUMO gap**: 9.6197 eV

---

Ranking the structures above by energy, B is first and the second is 1.503 eV behind.